No. 1
The following is a quantum chemistry calculation of a molecular structure, C12H30F2KNO10S2, from the Open Molecules 2025 dataset.

Properties
Orbital gap in eV: 6.431
Net charge: 0
E_HOMO in eV: -8.43

Each line ends with the natural charge from an NBO analysis.
Cartesian coordinates (Å):
1 K -0.68 -0.12 2.43  0.99
2 N 3.93 -2.61 3.57  -1.05
3 S 5.32 -2.00 3.37  2.40
4 O 5.67 -1.45 2.06  -0.93
5 O 6.45 -2.48 4.16  -0.91
6 F 4.98 -0.63 4.09  -0.52
7 S 4.42 -4.11 2.88  2.29
8 O 4.46 -5.28 3.78  -0.88
9 O 5.37 -4.24 1.74  -0.86
10 F 3.16 -4.47 1.92  -0.52
11 C -0.51 3.96 6.21  -0.26
12 O 0.31 4.04 5.06  -0.55
13 C 0.23 5.37 4.42  -0.07
14 C 1.25 5.63 3.34  -0.07
15 O 1.32 4.78 2.30  -0.54
16 C 2.39 5.16 1.41  -0.25
17 H -1.57 4.11 5.97  0.16
18 H -0.25 4.76 6.90  0.17
19 H -0.37 3.09 6.85  0.20
20 H 0.40 6.16 5.15  0.18
21 H -0.79 5.47 4.05  0.16
22 H 2.21 5.73 3.85  0.16
23 H 0.99 6.60 2.92  0.16
24 H 3.30 5.40 1.96  0.18
25 H 2.14 6.10 0.92  0.17
26 H 2.57 4.33 0.74  0.20
27 C -5.02 2.51 -0.58  -0.26
28 O -4.77 1.21 -0.03  -0.56
29 C -5.90 0.31 -0.40  -0.10
30 C -5.86 -0.94 0.54  -0.10
31 O -4.72 -1.79 0.33  -0.55
32 C -4.86 -2.63 -0.81  -0.25
33 H -5.81 2.50 -1.33  0.18
34 H -4.17 3.01 -1.06  0.18
35 H -5.20 3.24 0.21  0.18
36 H -5.70 0.04 -1.44  0.19
37 H -6.91 0.67 -0.21  0.19
38 H -6.77 -1.52 0.63  0.18
39 H -5.76 -0.64 1.58  0.20
40 H -3.93 -3.19 -0.89  0.20
41 H -5.12 -2.03 -1.68  0.16
42 H -5.72 -3.30 -0.76  0.17
43 C 0.54 -0.80 -4.66  -0.27
44 O 1.14 -2.10 -4.73  -0.53
45 C 1.73 -2.39 -6.03  -0.08
46 C 2.64 -3.61 -5.85  -0.09
47 O 1.81 -4.72 -5.46  -0.54
48 C 2.60 -5.85 -5.26  -0.25
49 H -0.13 -0.92 -3.81  0.18
50 H 0.00 -0.31 -5.47  0.18
51 H 1.15 -0.02 -4.18  0.17
52 H 2.21 -1.53 -6.48  0.18
53 H 0.94 -2.66 -6.74  0.18
54 H 3.38 -3.46 -5.07  0.19
55 H 3.04 -3.89 -6.83  0.17
56 H 3.11 -6.12 -6.19  0.16
57 H 2.06 -6.73 -4.93  0.19
58 H 3.31 -5.64 -4.47  0.17

No. 2
The following is a quantum chemistry calculation of a molecular structure, C14H28BCrF4NO10, from the Open Molecules 2025 dataset.

Properties
Orbital gap (spin up / spin down) in eV: 7.613 / 7.909
Net charge: 0
Expectation value of S²: 6.005
2S+1: 5
E_HOMO (spin up / spin down) in eV: -7.65 / -7.95

Each line ends with the Löwdin spin population.
Cartesian coordinates (Å):
1 Cr 6.05 -6.90 18.70  3.76
2 B 4.50 -8.44 17.00  0.00
3 F 5.17 -8.29 15.80  0.00
4 F 4.32 -7.12 17.58  0.04
5 F 3.26 -9.03 16.87  0.00
6 F 5.31 -9.13 17.93  0.02
7 C 10.29 -6.75 17.26  0.00
8 C 8.90 -7.23 16.81  0.00
9 C 8.95 -8.72 16.43  0.00
10 O 7.88 -7.04 17.73  0.05
11 H 10.49 -7.12 18.27  0.00
12 H 10.22 -5.66 17.32  0.00
13 H 11.12 -7.00 16.61  0.00
14 H 8.63 -6.59 15.97  0.00
15 H 8.06 -9.06 15.91  0.00
16 H 9.26 -9.45 17.18  0.00
17 H 9.75 -8.87 15.69  0.00
18 C 4.69 -9.52 22.30  0.00
19 O 6.14 -9.61 22.28  0.00
20 C 6.76 -9.00 21.28  0.01
21 O 6.22 -8.39 20.40  0.03
22 O 8.06 -9.26 21.34  0.00
23 C 8.79 -9.08 20.14  0.00
24 H 4.32 -8.57 21.95  0.00
25 H 4.53 -9.59 23.38  0.00
26 H 4.30 -10.42 21.84  0.00
27 H 8.25 -9.46 19.26  0.00
28 H 9.70 -9.65 20.20  0.00
29 H 8.86 -8.02 19.86  0.00
30 C 6.15 -2.38 18.74  0.00
31 O 6.02 -2.67 17.36  0.00
32 C 5.86 -3.93 17.03  0.00
33 O 5.77 -4.89 17.75  0.02
34 O 5.80 -4.00 15.72  0.00
35 C 5.45 -5.24 15.10  0.00
36 H 5.46 -1.56 18.97  0.00
37 H 7.14 -2.01 19.03  0.00
38 H 5.93 -3.24 19.37  0.00
39 H 5.83 -5.21 14.08  0.00
40 H 4.36 -5.29 15.10  0.00
41 H 5.92 -6.10 15.58  0.00
42 C 9.32 -4.29 19.60  0.00
43 O 8.76 -4.27 20.92  0.00
44 C 7.65 -4.91 21.20  0.00
45 O 6.95 -5.44 20.38  0.03
46 O 7.48 -4.90 22.51  0.00
47 C 6.35 -5.61 22.97  0.00
48 H 8.90 -3.44 19.08  0.00
49 H 9.09 -5.22 19.08  0.00
50 H 10.40 -4.22 19.69  0.00
51 H 6.38 -6.66 22.68  0.00
52 H 5.40 -5.30 22.52  0.00
53 H 6.25 -5.58 24.05  0.00
54 C 2.39 -4.56 20.74  0.00
55 C 3.40 -5.57 20.37  0.01
56 N 4.19 -6.33 20.05  0.00
57 H 2.74 -3.57 20.45  0.00
58 H 2.14 -4.61 21.80  0.00
59 H 1.42 -4.78 20.30  0.00

No. 3
The following is a quantum chemistry calculation of C7H9N2O3P in the gas phase, from the Open Molecules 2025 dataset.

Properties
Orbital gap in eV: 9.954
Net charge: 0
SMILES: [H]/N=[N+](/[O-])[P@](=O)(OC)c1ccccc1
Relative energy (zero: lowest compared OMol25 entry of this formula, charge and spin) in kcal per mole: 114.8
E_HOMO in eV: -10.05

Each line ends with the natural charge from an NBO analysis.
Cartesian coordinates (Å):
1 H 3.09 0.45 -1.41  0.33
2 N 2.87 1.39 -1.33  -0.38
3 N 1.98 1.46 -0.46  0.09
4 O 1.42 2.50 -0.07  -0.44
5 P 1.22 0.03 0.46  2.16
6 O 1.80 -0.30 1.79  -1.03
7 O 1.52 -1.17 -0.73  -0.82
8 C 2.12 -2.35 -0.31  -0.25
9 C -0.56 0.14 0.34  -0.45
10 C -1.16 0.26 -0.92  -0.16
11 C -2.51 0.52 -0.96  -0.21
12 C -3.22 0.78 0.16  -0.17
13 C -2.61 0.58 1.43  -0.19
14 C -1.26 0.42 1.51  -0.16
15 H 2.41 -2.29 0.78  0.20
16 H 3.04 -2.47 -0.83  0.18
17 H 1.43 -3.14 -0.43  0.18
18 H -0.65 0.00 -1.83  0.23
19 H -2.96 0.72 -2.01  0.22
20 H -4.08 1.37 0.09  0.22
21 H -3.12 0.79 2.31  0.21
22 H -0.78 0.31 2.40  0.23

No. 4
The following is a quantum chemistry calculation of C10H13FOS2 in the gas phase, from the Open Molecules 2025 dataset.

Properties
Orbital gap in eV: 9.385
Net charge: 0
SMILES: C[C@@H](O)[C@H](c1ccc(F)cc1)C(S)S
Relative energy (zero: lowest compared OMol25 entry of this formula, charge and spin) in kcal per mole: 0.0
E_HOMO in eV: -8.83

Each line ends with the natural charge from an NBO analysis.
Cartesian coordinates (Å):
1 C -2.33 1.56 0.02  -0.63
2 C -1.00 1.13 -0.60  0.12
3 O -0.03 2.20 -0.57  -0.71
4 C -0.52 -0.13 0.12  -0.30
5 C 0.96 -0.48 0.09  0.00
6 C 1.59 -0.37 -1.16  -0.18
7 C 2.91 -0.72 -1.18  -0.27
8 C 3.69 -0.96 -0.07  0.39
9 F 5.00 -1.18 -0.12  -0.31
10 C 3.00 -0.95 1.22  -0.26
11 C 1.64 -0.70 1.25  -0.22
12 C -1.47 -1.29 -0.24  -0.50
13 S -0.60 -2.63 -1.08  0.01
14 S -2.39 -1.78 1.20  0.03
15 H -2.23 1.82 1.07  0.21
16 H -2.76 2.28 -0.76  0.23
17 H -2.94 0.69 -0.02  0.21
18 H -1.17 0.88 -1.63  0.17
19 H -0.02 2.62 0.26  0.46
20 H -0.71 0.21 1.15  0.21
21 H 0.97 -0.15 -1.94  0.21
22 H 3.52 -0.64 -2.17  0.22
23 H 3.55 -1.01 2.26  0.23
24 H 1.05 -0.61 2.19  0.21
25 H -2.19 -0.82 -0.99  0.23
26 H -1.30 -3.59 -0.59  0.12
27 H -1.26 -2.01 1.84  0.11

No. 5
The following is a quantum chemistry calculation of C2H5N3O2S in the gas phase, from the Open Molecules 2025 dataset.

Properties
Orbital gap in eV: 8.515
Net charge: 0
SMILES: NC(=S)O/N=C\NO
Relative energy (zero: lowest compared OMol25 entry of this formula, charge and spin) in kcal per mole: 125.4
E_HOMO in eV: -8.28

Each line ends with the natural charge from an NBO analysis.
Cartesian coordinates (Å):
1 N 1.91 -1.17 -1.11  -0.83
2 C 1.47 -0.18 -0.33  0.41
3 S 2.51 0.78 0.59  -0.25
4 O 0.16 0.06 -0.24  -0.39
5 N -0.75 -0.64 -0.94  -0.21
6 C -1.95 -0.37 -0.43  0.20
7 N -2.18 0.53 0.56  -0.34
8 O -3.44 0.17 1.10  -0.55
9 H 2.93 -1.42 -0.99  0.44
10 H 1.31 -1.44 -2.10  0.44
11 H -2.74 -0.93 -0.97  0.22
12 H -1.50 0.48 1.42  0.39
13 H -3.88 1.26 1.34  0.47

No. 6
The following is a quantum chemistry calculation of 2 unconnected molecules or ions with the total composition C3H10NO2S, from the Open Molecules 2025 dataset.

Properties
Orbital gap in eV: 6.581
Net charge: -1
Relative energy (zero: lowest compared OMol25 entry of this formula, charge and spin) in kcal per mole: 19.1
E_HOMO in eV: -3.45

Each line ends with the natural charge from an NBO analysis.
Cartesian coordinates (Å):
1 C -0.40 0.88 -1.16  0.00
2 O 0.72 1.15 -1.82  -0.96
3 C -0.22 -0.51 -0.32  -0.11
4 C -1.02 -0.53 0.95  -0.53
5 S -1.74 -1.99 1.66  -0.10
6 N 1.22 -0.59 0.17  -0.87
7 H -0.65 1.61 -0.33  0.06
8 H -1.31 0.73 -1.76  0.10
9 H -0.43 -1.36 -0.99  0.16
10 H -1.88 0.21 0.92  0.20
11 H -0.40 -0.14 1.75  0.23
12 H -1.52 -3.08 0.92  0.11
13 H 1.62 0.31 -0.13  0.38
14 H 1.62 -1.24 -0.50  0.34
15 H 2.15 2.52 -1.58  0.53
16 H 2.32 3.05 -0.09  0.46
17 O 2.63 3.13 -0.99  -1.00

No. 7
The following is a quantum chemistry calculation of C29H24N2O4 in the gas phase, from the Open Molecules 2025 dataset.

Properties
Orbital gap in eV: 7.223
Net charge: 0
SMILES: C=CCN1C=C2C(=O)[C@](C)(OC(=O)CCc3ccccc3)C(=O)C=C2C=C1c1ccc(C#N)cc1
Relative energy (zero: lowest compared OMol25 entry of this formula, charge and spin) in kcal per mole: 22.0
E_HOMO in eV: -7.87

Each line ends with the natural charge from an NBO analysis.
Cartesian coordinates (Å):
1 C 1.23 5.69 0.19  -0.36
2 C 0.70 4.78 0.99  -0.20
3 C -0.42 3.86 0.59  -0.26
4 N -0.05 2.47 0.81  -0.36
5 C 0.93 1.95 0.04  0.12
6 C 1.31 0.65 0.09  -0.18
7 C 2.38 0.19 -0.81  0.58
8 O 2.95 0.93 -1.59  -0.56
9 C 2.82 -1.26 -0.66  0.06
10 C 4.19 -1.29 0.02  -0.61
11 O 2.99 -1.80 -1.98  -0.48
12 C 1.93 -1.64 -2.76  0.82
13 O 0.95 -1.02 -2.42  -0.60
14 C 2.11 -2.33 -4.09  -0.49
15 C 1.75 -3.82 -3.94  -0.43
16 C 0.29 -3.99 -3.63  0.07
17 C -0.65 -3.92 -4.66  -0.25
18 C -2.00 -4.04 -4.38  -0.21
19 C -2.43 -4.23 -3.08  -0.23
20 C -1.50 -4.31 -2.06  -0.19
21 C -0.15 -4.20 -2.33  -0.25
22 C 1.88 -2.20 0.12  0.54
23 O 2.02 -3.41 -0.02  -0.59
24 C 0.91 -1.60 0.98  -0.40
25 C 0.63 -0.27 0.96  0.03
26 C -0.39 0.33 1.77  -0.20
27 C -0.70 1.65 1.70  0.17
28 C -1.73 2.20 2.60  0.03
29 C -3.02 1.67 2.58  -0.22
30 C -3.99 2.14 3.44  -0.14
31 C -3.67 3.14 4.36  -0.18
32 C -4.66 3.63 5.25  0.27
33 N -5.46 4.02 5.97  -0.28
34 C -2.38 3.66 4.41  -0.14
35 C -1.42 3.19 3.53  -0.23
36 H 2.03 6.33 0.51  0.21
37 H 0.88 5.82 -0.82  0.20
38 H 1.07 4.66 2.00  0.20
39 H -1.31 4.09 1.18  0.24
40 H -0.65 4.00 -0.47  0.22
41 H 1.42 2.63 -0.65  0.24
42 H 4.11 -0.90 1.03  0.22
43 H 4.89 -0.68 -0.55  0.23
44 H 4.55 -2.32 0.05  0.24
45 H 1.45 -1.86 -4.82  0.23
46 H 3.15 -2.23 -4.40  0.23
47 H 2.00 -4.34 -4.87  0.22
48 H 2.35 -4.25 -3.13  0.23
49 H -0.32 -3.76 -5.67  0.20
50 H -2.72 -3.98 -5.19  0.21
51 H -3.48 -4.32 -2.87  0.21
52 H -1.83 -4.47 -1.04  0.21
53 H 0.57 -4.26 -1.53  0.24
54 H 0.34 -2.27 1.60  0.22
55 H -0.91 -0.30 2.48  0.22
56 H -3.26 0.90 1.86  0.23
57 H -4.99 1.74 3.41  0.23
58 H -2.13 4.43 5.13  0.23
59 H -0.41 3.58 3.59  0.22